Entry 1:
A cluster of 2 separate species, C5H12N2O in total, computed with ωB97M-V/def2-TZVPD.

Atoms and positions in Å:
C 0.222 -0.773 -0.291
C 1.859 -0.799 1.923
C 0.467 1.520 0.317
C -1.526 0.499 -2.018
N -0.161 0.225 0.601
C -1.452 -0.402 -0.825
O 2.088 -1.373 0.764
N -2.418 -1.067 -0.404
H 0.079 -1.802 -0.003
H 0.908 -0.569 -1.105
H -2.253 -1.578 0.461
H 2.545 0.025 2.200
H 0.789 -0.188 1.804
H 1.660 -1.469 2.780
H 0.171 2.228 1.089
H 0.163 1.917 -0.654
H 1.558 1.424 0.305
H -0.598 0.525 -2.586
H -2.331 0.143 -2.659
H -1.770 1.515 -1.700

Atoms 1-2, force components in eV/Å:
-1.5082 0.6076 -0.3703
0.1159 -0.1704 -0.7248

## Properties
* highest occupied orbital energy (spin up / spin down): -8.2 / -8.7 eV
* frontier orbital gap (spin up / spin down): 7.4 / 8.0 eV
* ΔE to the lowest compared entry with this formula, charge and spin: 6.913 eV



Entry 2:
A cluster of 2 separate species, CH6NS in total, computed with ωB97M-V/def2-TZVPD.

Atoms and positions in Å:
S -2.617 -1.575 -0.091
H -2.364 -0.575 0.787
C 0.790 0.795 -0.411
N 0.952 -0.303 0.655
H 0.918 0.326 -1.369
H 1.542 1.602 -0.290
H -0.204 1.215 -0.274
H 1.017 -1.140 0.082
H -0.034 -0.345 0.911

Atoms 1-2, force components in eV/Å:
0.1867 0.2347 0.1458
-0.1051 -0.1486 -0.1147

## Properties
* highest occupied orbital energy: -2.6 eV
* frontier orbital gap: 6.9 eV
* net charge: -1
* ΔE to the lowest compared entry with this formula, charge and spin: 0.366 eV



Entry 3:
A structure of composition C40H61BeNOP2Si, computed with ωB97M-V/def2-TZVPD.

Atoms and positions in Å:
Be 0.800 -0.571 -0.987
C -0.027 -3.244 1.050
Si -0.338 -1.380 0.788
C -2.178 -1.273 0.205
C -3.254 -1.414 1.089
C -4.569 -1.238 0.691
C -4.852 -0.902 -0.626
C -3.813 -0.766 -1.528
C -2.484 -0.959 -1.134
P -1.096 -0.728 -2.304
C -1.566 0.737 -3.347
C -0.274 1.401 -3.882
C -0.538 2.335 -5.071
C -1.889 3.017 -4.897
C -3.011 1.971 -4.990
C -2.546 0.585 -4.515
C -1.069 -2.210 -3.424
C -2.410 -2.664 -4.027
C -2.307 -4.101 -4.534
C -2.108 -5.081 -3.366
C -1.408 -4.397 -2.186
C -0.380 -3.392 -2.694
C -0.416 -0.745 2.617
C -0.969 -1.621 3.561
C -1.102 -1.299 4.903
C -0.674 -0.061 5.350
C -0.111 0.825 4.448
C 0.033 0.506 3.094
P 0.897 1.641 1.935
C 1.816 2.808 3.053
C 2.416 3.938 2.181
C 3.808 4.339 2.659
C 4.778 3.168 2.483
C 4.153 1.829 2.931
C 2.919 2.043 3.806
C -0.483 2.760 1.367
C -1.264 3.482 2.478
C -2.656 3.940 2.004
C -2.633 4.280 0.518
C -2.345 3.017 -0.310
C -1.466 2.021 0.461
H -0.831 -3.758 1.581
H 0.895 -3.380 1.621
H 0.104 -3.758 0.099
H -3.058 -1.639 2.130
H -5.372 -1.344 1.410
H -5.874 -0.743 -0.947
H -4.047 -0.497 -2.549
H -2.025 1.411 -2.614
H 0.449 0.628 -4.170
H 0.184 1.966 -3.070
H -0.536 1.774 -6.010
H 0.268 3.067 -5.148
H -2.038 3.803 -5.640
H -1.912 3.507 -3.919
H -3.362 1.893 -6.022
H -3.867 2.291 -4.392
H -2.039 0.060 -5.330
H -3.416 -0.015 -4.263
H -0.414 -1.893 -4.245
H -2.706 -2.004 -4.839
H -3.201 -2.613 -3.274
H -1.468 -4.170 -5.232
H -3.202 -4.361 -5.103
H -1.508 -5.930 -3.702
H -3.069 -5.489 -3.043
H -0.930 -5.142 -1.548
H -2.134 -3.876 -1.554
H 0.304 -3.895 -3.385
H 0.241 -3.023 -1.880
H -1.300 -2.602 3.244
H -1.531 -2.015 5.593
H -0.766 0.212 6.394
H 0.235 1.781 4.819
H 1.142 3.266 3.780
H 1.744 4.798 2.172
H 2.502 3.602 1.139
H 3.759 4.641 3.709
H 4.167 5.210 2.106
H 5.703 3.367 3.028
H 5.053 3.103 1.426
H 4.887 1.232 3.475
H 3.860 1.240 2.059
H 3.204 2.599 4.705
H 2.537 1.081 4.154
H 0.029 3.506 0.744
H -0.694 4.346 2.830
H -1.384 2.813 3.335
H -2.989 4.795 2.595
H -3.386 3.143 2.173
H -1.856 5.030 0.340
H -3.575 4.735 0.204
H -1.849 3.301 -1.244
H -3.283 2.527 -0.588
H -0.936 1.371 -0.236
H -2.089 1.363 1.076
N 2.988 2.369 -1.691
C 2.391 1.176 -1.627
O 1.250 1.078 -1.142
C 3.055 -0.053 -2.179
C 2.345 -1.265 -1.567
H 2.534 3.169 -1.281
H 3.930 2.454 -2.028
H 4.140 0.011 -2.040
H 2.880 -0.003 -3.261
H 2.900 -1.593 -0.681
H 2.355 -2.103 -2.266

Atoms 1-2, force components in eV/Å:
-0.0612 0.0202 -0.0647
-0.0137 -0.0017 0.0281

## Properties
* highest occupied orbital energy: -6.8 eV
* frontier orbital gap: 7.1 eV
* ΔE to the lowest compared entry with this formula, charge and spin: 0.186 eV



Entry 4:
A cluster of 2 separate species, C3H9N2S in total, computed with ωB97M-V/def2-TZVPD.

Atoms and positions in Å:
C -3.145 0.805 0.361
S -1.889 -0.011 -0.703
H -2.745 1.680 0.887
H -3.967 1.099 -0.292
H -3.567 0.085 1.073
C 2.187 -0.441 -0.769
C 2.103 -0.770 0.546
N 0.964 -0.591 1.320
N 1.163 0.146 -1.523
H 3.161 -0.615 -1.215
H 3.048 -0.997 1.029
H 0.073 -0.283 0.915
H 1.157 -0.094 2.179
H 0.150 0.021 -1.303
H 1.309 -0.035 -2.505

Atoms 1-2, force components in eV/Å:
0.0772 -0.3637 -0.3579
-0.4103 -0.1276 0.2410

## Properties
* highest occupied orbital energy: -2.7 eV
* frontier orbital gap: 6.8 eV
* net charge: -1
* ΔE to the lowest compared entry with this formula, charge and spin: 0.945 eV



Entry 5:
A structure of composition CO4P, computed with ωB97M-V/def2-TZVPD.

Atoms and positions in Å:
C 0.184 0.949 -0.073
O -0.534 0.351 -1.014
O 0.246 2.118 0.203
O -0.926 -2.025 0.439
O 0.812 0.006 0.655
P 0.218 -1.399 -0.210

Atoms 1-2, force components in eV/Å:
-1.2457 -0.1891 -0.3780
1.1213 -0.8033 0.7935

## Properties
* highest occupied orbital energy: -5.0 eV
* frontier orbital gap: 9.5 eV
* net charge: -1
* ΔE to the lowest compared entry with this formula, charge and spin: 0.149 eV